Entry from the Open Molecules 2025 dataset: a structure of composition C9H26InO2 (ωB97M-V with the def2-TZVPD basis set).

Last column: Mulliken charge in e.
Geometry (Å):
H1 -2.29 -1.07 0.45  0.382
H2 -3.73 2.11 -0.26  -0.360
H3 4.23 -3.57 1.67  0.280
C1 3.66 -2.68 1.95  -0.178
H4 2.54 1.96 -1.44  0.294
H5 -4.31 -2.60 -0.83  0.252
H6 -0.04 1.31 -2.11  0.289
H7 2.18 0.28 0.38  0.145
H8 3.76 2.05 1.93  0.291
C2 -2.74 -1.09 -0.54  -1.217
H9 1.68 1.89 0.90  0.193
C3 2.26 -2.75 1.36  -1.011
C4 -4.66 -1.67 1.07  -1.149
O1 3.44 1.17 1.71  -0.599
H10 -4.88 -0.94 -0.91  0.225
H11 -0.36 2.19 -0.57  0.084
H12 3.61 2.88 -0.37  0.317
H13 -1.79 3.79 -2.05  0.287
C5 -0.92 3.23 -2.40  -1.183
H14 1.69 -1.86 1.64  0.268
H15 3.61 -2.65 3.04  0.244
H16 -5.75 -1.57 1.11  0.328
C6 3.23 1.88 -0.60  -1.094
H17 -1.14 2.94 -3.42  0.289
C7 2.54 1.28 0.60  0.152
H18 -2.16 -1.75 -1.17  0.403
H19 -0.05 3.89 -2.38  0.318
H20 2.31 -2.79 0.28  0.264
C8 -4.19 -1.61 -0.39  -0.226
H21 1.72 -3.62 1.73  0.364
H22 4.08 1.26 -0.90  0.296
O2 4.39 -1.56 1.46  -0.485
H23 -4.25 -0.85 1.64  0.305
H24 3.91 -0.76 1.71  0.252
H25 -3.63 0.96 -2.92  -0.375
In1 -2.77 1.01 -1.33  0.598
C9 -0.73 1.94 -1.56  -0.541
H26 -4.41 -2.62 1.53  0.299

The value obtained for the LUMO energy is 2.71 eV. Its total charge is -1. The value obtained for the frontier orbital gap is 6.76 eV. As for the energy above the lowest of the compared OMol25 structures with the same formula, charge and spin: 21.6 kJ/mol. As for the total energy: -699.0375 a.u. The spin multiplicity is 1. The value obtained for the max |F| is 0.92 eV/Å.

---

Entry from the Open Molecules 2025 dataset: a cluster of 3 separate species, C9H26N2O3 in total at a distorted geometry (ωB97M-V with the def2-TZVPD basis set).

Last column: Mulliken charge in e.
Geometry (Å):
O1 14.29 39.94 0.32  -0.390
H1 6.64 39.28 -2.86  0.462
H2 12.79 38.82 1.13  0.359
C1 14.60 37.50 -3.69  -0.155
C2 11.40 38.18 -1.28  -0.939
H3 10.33 39.99 -3.70  -0.775
H4 11.69 40.13 -0.43  0.393
H5 15.70 39.28 -1.19  0.179
H6 12.20 40.18 -2.75  0.059
H7 10.80 38.49 -2.14  -0.078
C3 7.68 39.58 -2.84  -1.435
H8 10.82 39.01 -5.85  0.376
H9 14.56 37.98 -2.72  -0.257
N1 8.43 38.50 -4.82  -0.689
O2 13.52 37.88 -4.45  -0.445
H10 10.93 40.07 -7.22  0.288
H11 13.79 37.95 -0.08  0.387
C4 15.61 39.63 -0.17  -0.641
O3 10.01 40.90 -5.61  -0.452
H12 12.05 37.41 -1.70  0.226
C5 13.32 38.89 0.17  -0.839
H13 15.94 38.77 0.43  0.330
H14 9.54 41.53 -3.81  0.448
C6 11.03 40.04 -6.13  -0.732
N2 12.95 39.90 -2.13  -0.406
H15 7.43 40.57 -2.46  0.396
H16 7.47 40.27 -4.79  0.329
H17 13.31 38.74 -4.09  0.272
C7 12.31 39.36 -0.88  0.413
H18 8.43 38.65 -5.81  0.237
H19 15.59 37.84 -4.01  0.286
H20 10.58 37.75 -0.70  0.433
H21 7.60 38.00 -4.54  0.246
H22 14.53 36.42 -3.57  0.273
H23 16.32 40.44 -0.01  0.287
H24 13.31 40.80 -1.81  0.249
C8 8.24 39.76 -4.20  0.442
H25 8.26 39.00 -2.12  0.267
H26 12.06 40.31 -5.89  0.236
C9 9.60 40.55 -4.27  0.362

The value obtained for the LUMO energy is 0.87 eV. The value obtained for the frontier orbital gap is 10.08 eV. As for the energy above the lowest of the compared OMol25 structures with the same formula, charge and spin: 102.3 kJ/mol. As for the total energy: -693.6320 a.u. The spin multiplicity is 1. The value obtained for the max |F| is 2.16 eV/Å. Its structure (SMILES) is COC[C@H](C)N.COC[C@H](C)N.CO.

---

Entry from the Open Molecules 2025 dataset: a structure of composition C9H26N2O7Tm at a distorted geometry (ωB97M-V with the def2-TZVPD basis set).

Last column: Mulliken charge in e.
Geometry (Å):
O1 1.22 1.76 -0.48  -0.570
C1 -0.17 1.53 2.95  -0.460
O2 -0.99 1.18 -2.96  -0.683
O3 1.23 -2.54 0.14  -0.623
H1 -4.02 -0.58 -0.72  0.528
H2 -2.26 -0.66 -0.97  0.315
H3 1.52 -3.14 -3.51  0.327
H4 1.07 2.20 -1.34  0.323
H5 -0.38 1.07 3.92  0.382
H6 -2.19 4.00 0.70  0.365
H7 -2.29 1.32 2.52  0.204
O4 -3.19 1.13 -1.68  -0.458
H8 -4.07 1.16 -2.09  0.283
C2 1.76 0.07 2.54  -0.822
C3 -1.39 3.42 0.23  -0.837
H9 2.36 -0.16 1.66  0.217
H10 -1.54 -2.25 2.03  0.289
H11 2.25 0.86 3.13  0.399
N1 -0.42 0.14 -2.20  0.348
H12 -0.06 -1.65 -4.79  0.284
H13 -1.92 1.27 -2.57  0.462
H14 1.47 -0.77 -4.71  0.344
O5 -1.06 -2.00 1.22  -0.590
H15 -0.27 -2.59 1.14  0.369
C4 -1.47 2.02 2.31  -0.666
C5 2.00 -2.66 -2.64  -1.548
H16 2.90 -2.16 -3.02  0.273
H17 -0.42 3.92 0.39  0.325
H18 -1.58 3.26 -0.83  0.221
N2 0.81 -1.49 -0.76  0.171
O6 0.47 0.54 2.08  0.023
H19 2.30 -3.46 -1.95  0.451
H20 2.15 1.44 -0.54  0.287
H21 1.63 -0.83 3.16  0.256
C6 0.34 -0.74 -2.89  0.158
H22 0.52 2.37 3.10  0.430
H23 -3.03 0.49 0.31  -0.043
H24 -1.72 3.03 2.68  0.519
Tm1 -0.53 0.13 0.08  0.046
C7 -3.10 0.03 -0.70  -0.098
H25 2.09 -2.85 -0.19  0.291
C8 1.07 -1.65 -2.07  0.544
C9 0.43 -0.76 -4.38  -1.624
H26 -0.07 0.13 -4.76  0.384
O7 -1.36 2.10 0.83  0.205

The value obtained for the LUMO energy (alpha / beta) is -2.82 / -2.82 eV. Its total charge is +1. The value obtained for the frontier orbital gap (alpha / beta) is 4.40 / 4.40 eV. As for the energy above the lowest of the compared OMol25 structures with the same formula, charge and spin: 74.7 kJ/mol. As for the total energy: -2079.5571 a.u. The spin multiplicity is 3. The value obtained for the max |F| is 3.75 eV/Å.

---

Entry from the Open Molecules 2025 dataset: a structure of composition C9H26N4NaO9 at a distorted geometry (ωB97M-V with the def2-TZVPD basis set).

Last column: Mulliken charge in e.
Geometry (Å):
C1 0.07 3.81 -2.67  -1.662
O1 -2.62 -3.81 -1.02  -0.674
H1 3.01 2.83 0.86  0.354
H2 -0.51 4.46 -2.01  0.400
H3 -0.54 3.72 -3.57  0.431
C2 1.70 -3.92 0.23  -0.778
H4 1.09 0.34 3.84  0.260
H5 3.26 1.06 0.98  0.263
C3 0.45 -0.55 3.79  -1.530
N1 -1.64 -3.12 -1.42  0.937
H6 1.70 -3.63 1.28  0.238
H7 -0.78 -1.16 0.69  0.267
C4 -0.56 -0.52 2.64  0.447
H8 0.36 -1.95 1.43  -0.183
H9 -1.37 -1.14 3.02  0.407
N2 0.50 -1.55 -4.19  1.369
H10 -0.53 1.66 2.06  0.051
H11 -4.24 0.35 1.31  0.274
H12 -3.01 -0.97 1.65  0.269
C5 0.44 2.54 -1.92  0.304
H13 0.95 4.44 -2.79  0.424
O2 1.62 -2.73 -0.58  -0.387
H14 1.92 1.70 1.81  0.164
H15 1.98 3.60 -0.85  0.439
H16 -1.50 2.15 -1.22  0.189
H17 0.52 3.16 0.07  0.353
C6 -3.33 0.06 1.83  -0.800
O3 -0.74 -3.64 -2.04  -0.666
O4 -1.54 -1.99 -1.05  -0.610
O5 1.83 1.60 -0.27  -0.138
H18 -1.70 1.34 3.30  0.435
H19 2.56 -4.58 0.22  0.314
C7 2.52 1.85 0.92  -0.753
H20 1.08 1.92 -2.56  0.221
O6 -2.24 0.93 1.48  -0.323
H21 -3.55 0.04 2.90  0.356
O7 0.52 -2.34 -5.14  -0.370
H22 0.90 -4.64 0.03  0.343
N3 -0.80 1.80 -1.84  -0.393
Na1 0.38 -0.27 -1.16  0.662
O8 -0.52 -0.98 -4.05  -0.421
H23 1.26 -2.95 -1.44  0.263
H24 0.97 -1.51 3.74  0.378
N4 -0.06 -1.03 1.39  0.069
C8 -1.21 0.90 2.43  -0.589
C9 1.23 2.82 -0.68  -0.674
H25 -1.19 1.95 -2.76  0.215
O9 1.41 -1.54 -3.43  -0.545
H26 -0.04 -0.52 4.76  0.401

The value obtained for the LUMO energy (alpha / beta) is -0.14 / -4.28 eV. The value obtained for the frontier orbital gap (alpha / beta) is 7.95 / 3.79 eV. As for the total energy: -1416.6481 a.u. The spin multiplicity is 2. The value obtained for the max |F| is 4.89 eV/Å.